DFT (ωB97M-V with the def2-TZVPD basis set) results for C6H7NO2S in the gas phase at a distorted geometry.

Results
SMILES: NS(=O)(=O)c1ccccc1
LUMO level, hartree: 0.0131
Kohn-Sham gap, Eh: 0.377
Highest occupied orbital energy, eV: -9.90

The geometry in XYZ format:
```
17
Properties=species:S:1:pos:R:3:forces:R:3
N 1.004 0.864 2.045 1.0596 -2.9543 -0.1754
S -0.485 0.726 1.188 0.2705 -3.2277 2.5865
O -0.993 2.044 0.985 -0.1056 -0.1738 -0.3732
O -1.206 -0.333 1.983 1.2258 2.8878 -1.7248
C 0.008 -0.096 -0.331 -2.4006 -0.9294 2.0320
C -0.179 -1.493 -0.363 2.1648 -1.0569 -2.1094
C 0.425 -2.205 -1.497 -2.4049 2.1889 2.7570
C 0.878 -1.417 -2.469 0.5299 1.6178 -3.4459
C 0.708 -0.009 -2.504 3.0254 -0.9473 -2.1220
C 0.327 0.677 -1.417 0.1093 1.2142 -0.2721
H 1.905 0.983 1.371 -2.8984 -0.6641 2.1347
H 0.975 -0.139 2.655 0.6877 3.5767 -2.3733
H -0.637 -2.174 0.342 -0.0534 0.9509 0.6299
H 0.273 -3.228 -1.677 0.1580 -1.3055 0.3232
H 1.246 -1.825 -3.423 0.0162 -0.1274 0.6286
H 1.253 0.516 -3.342 -1.2810 -0.4823 0.7248
H 0.304 1.773 -1.504 -0.1033 -0.5678 0.7794
```
Positions in Å, forces in eV/Å.



DFT (ωB97M-V with the def2-TZVPD basis set) results for a molecular structure, C38H58DyN4O3SiTe at a distorted geometry.

Results
LUMO level (alpha / beta), hartree: -0.1058 / -0.1049
Kohn-Sham gap (alpha / beta), Eh: 0.218 / 0.219
Highest occupied orbital energy (alpha / beta), eV: -8.82 / -8.82
Spin multiplicity: 6
Expectation value of S²: 9.33
Total charge: +1

The geometry in XYZ format:
```
106
Properties=species:S:1:pos:R:3:forces:R:3
Dy 0.222 -1.314 0.007 0.5868 2.7154 2.1510
C -4.644 -2.550 0.058 -0.9333 -0.0902 0.2791
N -3.975 -1.932 -1.096 0.9098 -0.4490 1.1963
C -4.812 -1.745 -2.234 -2.3646 0.8862 -1.6365
C -2.657 -1.716 -1.083 0.5095 0.9501 3.3261
O -1.994 -1.396 0.006 -2.9637 -1.3667 -4.1224
C -1.972 -1.866 -2.387 0.9707 0.4754 -0.3564
O -0.574 -1.677 -2.201 1.0236 -1.3939 -1.3882
C 0.371 -2.597 -2.903 -1.4449 1.2339 0.2471
C 1.092 -3.443 -1.904 0.6104 -2.3204 1.7779
O 0.949 -3.330 -0.627 0.1206 -0.2213 -3.1958
N 1.784 -4.485 -2.410 -1.0439 0.3520 1.2124
C 2.406 -4.517 -3.721 0.2902 -0.3390 -1.4155
C 2.101 -5.591 -1.468 0.1535 0.2539 0.2511
H -5.116 -3.514 -0.289 0.4483 0.9662 0.2669
H -5.462 -1.875 0.419 0.7642 -0.5881 -0.1294
H -3.935 -2.791 0.863 -0.2104 0.3448 -0.3663
H -4.462 -0.934 -2.944 -0.2092 -1.0434 0.9259
H -5.837 -1.382 -1.860 1.5435 -0.3664 -0.3982
H -5.079 -2.667 -2.810 0.6284 0.4897 0.4291
H -2.413 -1.143 -3.060 0.3086 0.4159 -0.4208
H -2.122 -2.828 -2.830 -0.4852 -0.8258 -0.0711
H 1.088 -1.963 -3.411 -0.0565 0.2652 -0.3346
H -0.136 -3.273 -3.623 0.1106 0.6510 0.3821
H 2.284 -5.517 -4.269 -0.2448 1.4940 0.8793
H 3.477 -4.401 -3.560 0.1531 -0.0668 -0.0526
H 2.126 -3.651 -4.384 -0.0528 -1.0765 0.7277
H 2.044 -6.556 -2.019 0.3813 0.7657 0.3722
H 1.375 -5.604 -0.637 0.1629 0.0805 -0.6197
H 3.069 -5.372 -0.985 -0.1742 -0.5464 -0.4271
C 0.165 1.072 -1.130 1.4878 -0.4867 0.7199
Si -0.425 2.826 -1.160 1.0032 0.7070 -0.1316
C -1.581 3.582 0.061 0.2939 1.2665 0.6581
N -2.025 2.465 0.816 -1.5547 -1.3551 2.3737
C -3.471 2.195 0.859 1.2829 -1.2096 -1.3359
C -4.175 2.151 2.180 0.6033 0.6016 0.6334
C -3.439 1.203 3.145 0.3708 0.8179 0.4029
C -1.991 0.900 2.713 0.5501 -0.1326 0.4933
C -1.272 2.099 2.021 -1.4401 0.0795 0.3443
C 1.085 3.949 -0.843 0.4462 -0.0966 0.5672
C 1.570 4.464 0.408 0.4104 -0.1081 -1.3748
C 2.867 5.042 0.517 -1.4485 -0.0899 0.2454
C 3.646 5.216 -0.624 -0.3585 -1.0297 0.0748
C 3.155 4.693 -1.815 -0.2138 -0.2652 -1.1188
C 1.898 4.073 -1.954 1.5252 0.4233 0.4096
C -1.051 3.241 -2.888 1.1504 -1.4291 0.0327
C -1.470 2.176 -3.746 -1.3216 1.4967 -0.1615
C -1.948 2.601 -5.000 0.8958 -0.1204 -0.6559
C -1.694 3.902 -5.474 -1.3752 -0.8972 -1.0949
C -1.114 4.849 -4.665 0.5561 1.2538 -0.0565
C -0.797 4.543 -3.356 -1.6733 -1.7817 -0.1477
H 1.327 1.181 -1.138 -1.9605 -0.0313 -0.2185
H -0.127 0.675 -2.109 0.2714 -0.0205 -0.0930
H -2.410 4.188 -0.330 0.0573 -0.3861 -0.2119
H -1.024 4.335 0.679 -0.3934 -0.5209 -0.1422
H -3.606 1.193 0.347 -0.2196 0.6619 0.3932
H -3.877 2.934 0.203 -0.7792 0.3720 -0.4201
H -5.125 1.697 1.979 -0.9131 0.2803 0.0118
H -4.295 3.195 2.570 0.0020 -0.9747 -0.0904
H -3.988 0.269 3.243 0.0002 -0.1267 -0.0241
H -3.396 1.631 4.165 -0.1638 -0.0784 -0.4765
H -1.976 -0.004 2.113 0.0417 0.0584 -0.4826
H -1.512 0.590 3.656 0.4618 0.2749 -0.4627
H -0.235 1.960 1.716 0.1957 -0.5004 0.2031
H -1.265 2.892 2.806 0.0426 0.1449 -0.4367
H 0.882 4.415 1.248 0.4593 -0.0353 0.2088
H 3.220 5.380 1.494 -0.1269 -0.0474 -0.3221
H 4.657 5.604 -0.563 -0.1788 0.1451 -0.0431
H 3.753 4.700 -2.718 0.2874 0.3185 0.0545
H 1.603 3.639 -2.923 0.2664 0.3483 0.5084
H -1.636 1.122 -3.384 0.3562 1.3079 -0.3730
H -2.391 1.967 -5.777 0.0480 -0.2727 0.7100
H -2.118 4.088 -6.507 0.9371 0.2356 1.3200
H -0.869 5.862 -4.990 -0.3412 -0.2915 -0.2911
H -0.535 5.278 -2.631 0.5399 0.5646 0.1192
C 4.225 0.916 0.989 -0.7169 -0.5282 0.1313
Te 3.375 -0.596 -0.382 1.4850 1.2757 -0.5343
C 3.821 0.852 -2.041 0.7358 -1.3636 0.8724
H 4.785 0.351 1.763 -0.2181 0.6214 -0.6243
H 3.333 1.405 1.436 0.8720 -0.0462 -0.3336
H 4.838 1.589 0.339 -0.5316 -0.6740 0.8006
H 3.702 1.842 -1.648 -0.0124 0.4229 0.3741
H 3.119 0.723 -2.826 -0.5159 -0.2642 -0.7475
H 4.861 0.631 -2.351 -0.7216 0.2163 0.1583
C 4.037 -0.939 5.093 -1.2447 -0.1299 -0.0733
N 2.779 -1.574 4.788 -1.0284 -0.9563 2.1911
C 1.718 -1.378 5.794 0.5135 -0.9845 0.0338
C 2.453 -1.868 3.448 0.4067 2.3068 -1.2720
C 1.224 -2.699 3.147 0.6969 -1.9514 0.5767
C 0.977 -3.977 3.716 2.1925 2.2158 2.0409
C -0.175 -4.654 3.452 -1.1236 -0.6372 -1.3285
C -1.189 -4.064 2.648 1.6049 1.3979 0.0383
C -0.974 -2.760 2.129 0.1619 -1.6696 2.1225
C 0.322 -2.219 2.260 -1.6385 2.8150 -1.6469
H 4.684 -1.232 4.285 0.8759 0.2163 0.0399
H 4.401 -1.189 6.085 0.3055 -0.7352 -0.0067
H 3.915 0.133 5.191 0.1605 0.8106 -0.6203
H 2.143 -0.637 6.510 -0.9682 -0.4725 -0.2734
H 1.539 -2.365 6.292 0.2247 0.8092 0.1872
H 0.702 -1.143 5.413 0.8063 0.5674 -0.1151
H 3.405 -2.189 3.015 -0.1870 -0.6739 -0.4444
H 2.248 -0.871 2.924 0.0148 -0.8120 -0.0531
H 1.730 -4.193 4.547 -1.1666 -0.6473 -1.2845
H -0.271 -5.673 3.789 -0.2688 -0.1020 0.2589
H -2.081 -4.548 2.356 -1.0010 -0.7712 0.4095
H -1.838 -2.078 1.989 0.7133 -0.9731 -0.6855
```
Positions in Å, forces in eV/Å.



DFT (ωB97M-V with the def2-TZVPD basis set) results for a gas-phase ion, C4H10N3O (charge +1) at a distorted geometry.

Results
SMILES: C=NO/C(NC)=[NH+]\C
LUMO level, hartree: -0.1094
Kohn-Sham gap, Eh: 0.424
Highest occupied orbital energy, eV: -14.51
Total charge: +1

The geometry in XYZ format:
```
18
Properties=species:S:1:pos:R:3:forces:R:3
C -3.276 0.379 -0.140 -2.5719 2.1536 0.8800
N -2.168 -0.149 0.015 1.9790 -1.1808 0.1937
O -1.060 0.757 0.169 2.1514 -2.0836 -0.1170
C 0.182 -0.045 0.142 -1.4186 1.7683 -1.3373
N 0.090 -1.331 -0.055 -2.7077 0.1722 0.5111
C 1.238 -2.268 -0.039 -1.0107 2.5300 -0.7653
N 1.305 0.674 0.116 -0.0948 -3.0999 -0.9020
C 1.339 2.081 0.177 3.1531 -0.0893 -0.5253
H -4.186 -0.310 -0.112 1.5042 0.9965 -0.4197
H -3.424 1.521 -0.082 0.1853 -1.8148 -0.3199
H -0.988 -1.510 -0.094 2.0815 -0.5062 0.0598
H 1.909 -1.809 0.640 0.7763 -0.8243 1.4240
H 0.966 -3.276 -0.060 -0.6192 -1.3978 1.2305
H 1.721 -2.183 -0.961 0.8240 0.3963 -1.8345
H 2.170 0.174 -0.174 -1.1399 0.5094 0.5027
H 1.466 2.297 1.175 0.0861 1.4764 2.0982
H 0.562 2.502 -0.290 -3.5246 1.4840 -1.1157
H 2.155 2.495 -0.427 0.3465 -0.4901 0.4366
```
Positions in Å, forces in eV/Å.



DFT (ωB97M-V with the def2-TZVPD basis set) results for a molecular structure, C16H9Co2N2O6 at a distorted geometry.

Results
LUMO level, hartree: 0.0887
Kohn-Sham gap, Eh: 0.232
Highest occupied orbital energy, eV: -3.89
Total charge: -1

The geometry in XYZ format:
```
35
Properties=species:S:1:pos:R:3:forces:R:3
C 2.820 4.155 0.482 -0.4482 -0.4616 -0.0434
C 2.006 3.032 0.265 0.1573 0.2578 -0.0874
C 1.260 2.545 1.339 -0.1541 -0.1843 1.2544
C 1.316 3.198 2.588 -0.0818 -0.6777 0.1651
C 2.129 4.290 2.828 0.3922 0.5888 -0.2830
C 2.888 4.774 1.744 -0.4488 -0.2644 0.4979
N 0.538 2.412 3.444 0.0884 0.6934 0.6566
C 0.049 1.357 2.731 1.3245 0.9290 -2.1025
N 0.483 1.404 1.472 -0.7557 0.9770 2.8763
H 3.414 4.558 -0.340 -0.1786 -0.1497 0.2344
H 1.924 2.511 -0.689 0.2068 0.2355 0.1698
H 2.158 4.730 3.827 0.1803 0.0655 -0.3598
H 3.539 5.640 1.877 -0.2066 -0.2637 0.0197
H 0.374 2.583 4.432 0.0995 -0.0188 -0.5013
H -0.603 0.611 3.173 0.1836 0.0657 -0.2476
O -4.013 -0.498 -3.292 0.3623 -0.9037 0.3454
C -3.362 -1.377 -2.919 0.5935 0.9777 -0.3023
Co -2.393 -2.725 -2.339 -0.9493 0.3840 0.5063
C -3.251 -2.853 -0.796 -0.7815 -0.1763 1.3752
O -3.875 -2.957 0.172 0.5067 0.1108 -0.8130
C -3.097 -3.873 -3.470 0.5912 -1.1801 -0.9845
O -3.582 -4.631 -4.195 -0.0436 0.5200 0.4662
C -0.703 -1.713 -2.396 -0.6507 2.0061 -2.0646
C -0.254 -1.078 -1.244 -0.5175 3.5659 -0.8996
C -0.053 0.096 -0.619 0.2228 -2.1236 -0.8426
Co -0.180 -2.869 -1.133 0.5806 -4.9500 2.0445
C -0.668 -2.977 0.563 -0.5668 -0.3205 1.8513
O -0.976 -3.111 1.669 0.3757 0.3340 -1.1095
C 1.552 -3.277 -0.878 0.7522 -0.2206 -0.8934
O 2.658 -3.540 -0.671 -1.1595 0.3438 0.0508
C -0.880 -4.483 -1.691 1.0828 -0.4830 -0.1843
O -0.923 -5.632 -1.856 -0.4868 1.0089 0.0580
H -0.330 -1.460 -3.394 0.0935 -0.1002 0.3378
H 0.474 0.117 0.329 -0.5050 -0.4301 -1.2067
H -0.441 1.039 -1.013 0.1407 -0.1555 0.0161
```
Positions in Å, forces in eV/Å.



What are the E values for these records? In order: -836.17782 -3369.65061 -397.57633 -3941.55945 hartree.
What are the ΔE to the lowest compared entry with this formula, charge and spin values for these records? In order: 2.345 4.741 2.801 0.000 eV.